No. 1
{
  "formula": "C4H29NO11",
  "method": "ωB97M-V/def2-TZVPD",
  "e_above_lowest_kj_mol": 223.2,
  "total_charge": 0,
  "max_force_ev_per_a": 3.8,
  "smiles": "CCNCC=O.O.O.O.O.O.O.O.O.O.O",
  "elements": ["C", "C", "N", "C", "C", "O", "H", "H", "H", "H", "H", "H", "H", "H", "H", "H", "H", "O", "H", "H", "O", "H", "H", "O", "H", "H", "O", "H", "H", "O", "H", "H", "O", "H", "H", "O", "H", "H", "O", "H", "H", "O", "H", "H", "O"],
  "xyz": [[-1.18, 3.60, -0.76], [-1.02, 3.24, 0.69], [-0.80, 1.78, 0.82], [-0.51, 1.42, 2.20], [-0.10, -0.03, 2.25], [0.86, -0.43, 2.83], [-0.27, 3.81, -1.35], [-1.79, 4.48, -0.92], [-1.67, 2.86, -1.36], [-1.82, 3.56, 1.30], [-0.10, 3.71, 1.10], [0.09, 1.62, 0.32], [0.21, 2.10, 2.66], [-1.44, 1.47, 2.75], [-0.65, -0.68, 1.57], [-0.04, -3.46, -2.39], [-1.14, -4.52, -2.52], [-1.05, -3.61, -2.28], [2.62, -1.36, 0.48], [1.59, -2.17, 1.25], [1.96, -2.04, 0.35], [-3.83, -1.23, 0.28], [-2.91, 0.08, 0.17], [-3.53, -0.50, -0.31], [2.28, 2.42, -1.88], [1.82, 0.96, -1.88], [2.54, 1.49, -1.60], [2.94, 0.97, 1.41], [3.13, 0.42, -0.11], [3.15, 0.25, 0.87], [-2.02, -2.12, -2.55], [-2.93, -0.98, -1.93], [-2.28, -1.17, -2.69], [1.42, -2.02, -2.38], [1.47, -2.99, -1.22], [1.41, -2.97, -2.23], [3.43, -0.05, 3.69], [2.22, 0.48, 3.55], [3.09, 0.82, 3.52], [-0.21, -0.46, -2.26], [0.77, -0.40, -3.35], [0.74, -0.34, -2.40], [-2.19, -2.85, 2.22], [-2.31, -2.85, 0.65], [-1.96, -2.31, 1.40]],
  "mulliken_charge": [-1.220, -0.417, 0.030, -0.841, 0.151, -0.611, 0.254, 0.380, 0.312, 0.443, 0.338, -0.021, 0.429, 0.392, 0.396, 0.431, 0.276, -0.726, 0.379, 0.266, -0.653, 0.290, 0.328, -0.730, 0.316, 0.386, -0.654, 0.247, 0.369, -0.627, 0.382, 0.418, -0.719, 0.418, 0.410, -0.771, 0.306, 0.409, -0.660, 0.275, 0.337, -0.728, 0.275, 0.319, -0.585]
}

=====

No. 2
{
  "formula": "C4H4ClN3O2",
  "method": "ωB97M-V/def2-TZVPD",
  "e_above_lowest_kj_mol": 458.4,
  "total_charge": 0,
  "max_force_ev_per_a": 7.7,
  "smiles": "C=N/C=C\\C(=O)Cl.N#[N+][O-]",
  "elements": ["C", "C", "C", "C", "N", "N", "N", "O", "O", "Cl", "H", "H", "H", "H"],
  "xyz": [[-0.42, -0.71, -1.65], [0.83, -0.31, -1.43], [-1.61, -0.48, -0.76], [1.62, 1.32, 0.38], [1.24, 0.27, -0.28], [0.06, 0.77, 2.34], [-0.42, -0.21, 2.63], [-0.89, -1.27, 2.63], [-1.92, 0.38, 0.22], [-2.93, -1.61, -1.01], [-0.70, -1.31, -2.54], [1.80, -0.57, -1.99], [2.04, 1.26, 1.29], [1.29, 2.47, 0.17]],
  "mulliken_charge": [-0.482, -0.105, 0.682, -0.248, -0.272, -0.318, 0.817, -0.529, -0.559, -0.182, 0.299, 0.302, 0.376, 0.219]
}

=====

No. 3
{
  "formula": "C23H22N3NaO3",
  "method": "ωB97M-V/def2-TZVPD",
  "e_above_lowest_kj_mol": 165.9,
  "total_charge": -2,
  "max_force_ev_per_a": 1.3,
  "elements": ["Na", "O", "C", "C", "C", "C", "C", "C", "C", "O", "N", "N", "C", "C", "C", "C", "C", "C", "C", "O", "H", "H", "H", "H", "H", "H", "H", "H", "H", "H", "C", "N", "C", "C", "C", "C", "C", "C", "C", "C", "H", "H", "H", "H", "H", "H", "H", "H", "H", "H", "H", "H"],
  "xyz": [[-0.18, 0.26, 0.11], [-4.09, -0.81, -0.30], [-4.70, 0.23, 0.31], [-6.04, 0.15, 0.66], [-6.68, 1.19, 1.32], [-5.96, 2.32, 1.65], [-4.62, 2.41, 1.30], [-3.96, 1.39, 0.62], [-2.51, 1.49, 0.27], [-2.05, 0.78, -0.66], [-1.85, 2.31, 1.07], [-0.51, 2.32, 0.85], [0.24, 2.55, 1.86], [1.67, 2.40, 1.84], [2.41, 2.90, 2.91], [3.76, 2.66, 3.07], [4.40, 1.82, 2.16], [3.71, 1.30, 1.10], [2.33, 1.57, 0.85], [1.75, 1.08, -0.15], [-4.67, -1.58, -0.29], [-6.60, -0.75, 0.40], [-7.72, 1.09, 1.60], [-6.44, 3.12, 2.20], [-4.03, 3.28, 1.57], [-0.20, 2.78, 2.84], [1.91, 3.52, 3.65], [4.30, 3.07, 3.92], [5.46, 1.58, 2.30], [4.21, 0.64, 0.40], [1.20, -1.77, -2.25], [0.31, -2.04, -1.16], [-1.01, -2.38, -1.60], [0.84, -3.01, -0.22], [0.17, -2.95, 1.14], [0.06, -4.14, 1.85], [-0.40, -4.13, 3.16], [-0.78, -2.92, 3.72], [-0.72, -1.77, 2.96], [-0.23, -1.69, 1.64], [1.44, -2.68, -2.86], [2.13, -1.37, -1.86], [0.76, -1.02, -2.90], [-1.03, -3.30, -2.23], [-1.44, -1.55, -2.15], [-1.63, -2.54, -0.72], [1.90, -2.78, -0.08], [0.78, -4.05, -0.63], [0.35, -5.09, 1.40], [-0.46, -5.06, 3.73], [-1.13, -2.90, 4.75], [-1.06, -0.84, 3.42]],
  "mulliken_charge": [0.515, -0.333, 0.718, -0.761, -0.494, -0.680, -0.394, 0.179, 0.538, -0.852, -0.453, -0.369, -0.247, 0.769, -0.664, -0.523, -0.408, -0.567, 0.297, -0.882, 0.264, 0.259, 0.334, 0.343, 0.434, 0.200, 0.300, 0.328, 0.315, 0.319, -1.128, 0.975, -1.297, -0.836, 0.499, -0.858, -0.400, -0.553, -0.125, -0.218, 0.311, 0.204, 0.315, 0.220, 0.372, 0.355, 0.367, 0.128, 0.228, 0.316, 0.310, 0.327]
}

=====

No. 4
{
  "formula": "C29H84N12O10",
  "method": "ωB97M-V/def2-TZVPD",
  "e_above_lowest_kj_mol": 549.4,
  "total_charge": 0,
  "max_force_ev_per_a": 6.3,
  "smiles": "COC[C@H](C)N.COC[C@H](C)N.COC[C@H](C)N.COC[C@H](C)N.COC[C@H](C)N.COC[C@H](C)N.NC(N)=O.NC(N)=O.NC(N)=O.CCO",
  "elements": ["C", "C", "C", "O", "C", "N", "H", "H", "H", "H", "H", "H", "H", "H", "H", "H", "H", "C", "C", "C", "O", "C", "N", "H", "H", "H", "H", "H", "H", "H", "H", "H", "H", "H", "C", "C", "C", "O", "C", "N", "H", "H", "H", "H", "H", "H", "H", "H", "H", "H", "H", "C", "C", "C", "O", "C", "N", "H", "H", "H", "H", "H", "H", "H", "H", "H", "H", "H", "C", "C", "C", "O", "C", "N", "H", "H", "H", "H", "H", "H", "H", "H", "H", "H", "H", "C", "C", "C", "O", "C", "N", "H", "H", "H", "H", "H", "H", "H", "H", "H", "H", "H", "C", "C", "O", "H", "H", "H", "H", "H", "H", "C", "O", "N", "N", "H", "H", "H", "H", "C", "O", "N", "N", "H", "H", "H", "H", "C", "O", "N", "N", "H", "H", "H", "H"],
  "xyz": [[9.14, 8.56, 29.37], [9.10, 8.85, 30.85], [7.64, 8.96, 31.45], [6.87, 7.89, 31.03], [5.52, 8.19, 31.11], [9.93, 7.84, 31.52], [8.73, 7.55, 29.25], [10.13, 8.42, 28.94], [8.46, 9.25, 28.87], [9.53, 9.84, 31.04], [7.26, 9.90, 31.06], [7.67, 9.04, 32.54], [4.94, 7.29, 30.90], [5.16, 8.83, 30.31], [5.17, 8.74, 31.98], [9.90, 6.94, 31.06], [10.89, 8.13, 31.45], [2.93, 14.11, 32.80], [2.33, 13.73, 31.43], [1.06, 13.08, 31.65], [0.53, 12.75, 30.39], [-0.36, 11.58, 30.39], [2.22, 14.98, 30.72], [3.84, 14.70, 32.75], [3.14, 13.31, 33.51], [2.25, 14.74, 33.37], [2.93, 13.06, 30.83], [0.38, 13.73, 32.20], [1.28, 12.21, 32.27], [-1.32, 11.97, 30.72], [0.02, 10.85, 31.10], [-0.46, 11.21, 29.37], [1.90, 14.79, 29.78], [3.18, 15.24, 30.57], [-0.99, 11.01, 19.07], [-1.54, 9.60, 19.25], [-0.70, 8.38, 18.64], [-1.47, 7.18, 18.80], [-0.76, 6.05, 19.10], [-1.74, 9.36, 20.62], [0.07, 11.04, 19.32], [-1.54, 11.84, 19.51], [-1.06, 11.14, 17.99], [-2.55, 9.57, 18.84], [0.24, 8.21, 19.16], [-0.50, 8.65, 17.60], [-1.21, 5.23, 19.68], [0.20, 6.19, 19.59], [-0.66, 5.51, 18.16], [-1.03, 9.63, 21.28], [-1.93, 8.36, 20.61], [9.04, 8.90, 21.72], [7.92, 9.12, 20.70], [6.84, 8.03, 20.66], [7.35, 6.74, 20.34], [6.51, 5.63, 20.74], [7.47, 10.46, 20.89], [8.40, 8.79, 22.59], [9.72, 9.73, 21.88], [9.54, 7.96, 21.48], [8.44, 9.09, 19.74], [6.07, 8.25, 19.93], [6.43, 7.93, 21.66], [5.43, 5.81, 20.66], [6.65, 5.32, 21.78], [6.54, 4.66, 20.24], [6.85, 10.61, 21.68], [8.25, 11.06, 21.10], [9.32, 15.48, 29.63], [9.37, 16.88, 30.35], [10.78, 17.57, 30.33], [11.95, 16.68, 30.48], [12.10, 16.02, 31.75], [8.19, 17.60, 29.82], [8.36, 14.97, 29.75], [10.11, 14.88, 30.06], [9.58, 15.52, 28.57], [9.33, 16.57, 31.40], [10.85, 18.31, 31.13], [10.90, 18.34, 29.57], [13.10, 15.64, 31.96], [11.48, 15.12, 31.74], [11.77, 16.52, 32.66], [8.11, 18.52, 30.23], [8.08, 17.76, 28.83], [2.22, 20.53, 16.56], [1.51, 20.31, 17.94], [2.51, 19.59, 18.84], [2.81, 18.30, 18.32], [3.91, 17.58, 18.94], [1.17, 21.55, 18.49], [2.40, 19.60, 16.03], [3.19, 21.02, 16.66], [1.81, 21.26, 15.87], [0.64, 19.65, 17.84], [2.25, 19.49, 19.90], [3.41, 20.20, 18.87], [4.46, 16.85, 18.35], [3.64, 17.29, 19.96], [4.73, 18.29, 19.06], [0.33, 21.87, 18.02], [0.92, 21.53, 19.47], [3.25, 10.83, 25.52], [3.76, 12.36, 25.47], [5.14, 12.40, 25.45], [3.59, 10.39, 24.59], [2.16, 10.88, 25.57], [3.64, 10.29, 26.38], [3.37, 13.09, 26.17], [3.37, 12.79, 24.55], [5.28, 13.34, 25.54], [0.10, 2.79, 24.40], [0.93, 2.24, 23.70], [-0.92, 2.14, 24.85], [0.10, 4.00, 24.78], [-1.68, 2.61, 24.38], [-0.91, 1.16, 24.64], [0.88, 4.53, 24.42], [-0.64, 4.33, 25.38], [7.68, 19.39, 23.94], [8.03, 18.28, 24.14], [6.42, 19.77, 23.96], [8.59, 20.38, 23.84], [5.65, 19.18, 24.25], [6.27, 20.76, 23.83], [9.52, 20.02, 23.68], [8.26, 21.33, 23.91], [-0.15, 17.18, 25.00], [0.96, 17.43, 25.31], [-0.88, 16.28, 25.56], [-0.67, 17.71, 23.93], [-0.42, 15.62, 26.18], [-1.68, 16.00, 25.01], [-0.14, 18.50, 23.60], [-1.61, 17.51, 23.62]],
  "mulliken_charge": [-1.387, 0.401, -0.772, -0.315, -0.830, -0.731, 0.320, 0.396, 0.315, 0.344, 0.399, 0.401, 0.290, 0.310, 0.337, 0.257, 0.266, -1.438, 0.606, -0.830, -0.240, -0.713, -0.787, 0.337, 0.385, 0.385, 0.260, 0.318, 0.369, 0.286, 0.306, 0.213, 0.278, 0.264, -1.418, 0.505, -0.631, -0.337, -0.738, -0.641, 0.351, 0.377, 0.359, 0.189, 0.338, 0.296, 0.268, 0.315, 0.296, 0.234, 0.235, -1.326, 0.458, -0.572, -0.327, -0.806, -0.690, 0.283, 0.403, 0.285, 0.206, 0.295, 0.354, 0.304, 0.325, 0.310, 0.241, 0.259, -1.197, 0.436, -0.713, -0.376, -0.726, -0.620, 0.333, 0.265, 0.327, 0.230, 0.381, 0.385, 0.285, 0.232, 0.317, 0.225, 0.220, -1.329, 0.541, -0.804, -0.316, -0.784, -0.704, 0.310, 0.349, 0.365, 0.250, 0.389, 0.352, 0.301, 0.296, 0.301, 0.265, 0.217, -0.915, -0.273, -0.511, 0.248, 0.314, 0.253, 0.313, 0.250, 0.320, 0.671, -0.661, -0.612, -0.373, 0.237, 0.264, 0.241, 0.234, 0.641, -0.606, -0.367, -0.420, 0.207, 0.148, 0.226, 0.171, 0.611, -0.649, -0.378, -0.388, 0.238, 0.174, 0.225, 0.167]
}

=====

No. 5
{
  "formula": "C2H2FLiO2Yb",
  "method": "ωB97M-V/def2-TZVPD",
  "total_charge": 2,
  "energy_ev": -40630.7075,
  "max_force_ev_per_a": 6.0,
  "elements": ["C", "C", "O", "F", "H", "H", "Li", "Yb", "O"],
  "xyz": [[-0.70, 0.31, -0.21], [-1.86, 0.98, -0.65], [-0.72, -0.83, 0.18], [0.29, 0.31, 1.61], [1.65, -0.46, -1.60], [-2.81, 0.84, -0.11], [0.86, -1.96, 0.78], [2.11, 0.95, 0.80], [1.19, -0.15, -0.81]],
  "mulliken_charge": [0.955, -0.357, -0.277, -0.586, 0.261, 0.333, 0.940, 1.431, -0.700]
}